# C21H23NO4PdS2

C21H23NO4PdS2 as an isolated structure (ωB97M-V/def2-TZVPD, the OMol25 dataset).

The value obtained for the total energy is -56980.62118 eV. Its HOMO energy is -7.0412 eV. The calculation puts the HOMO-LUMO gap at 0.2600 Eh. As for the LUMO energy: 0.03 eV. As for the energy above the lowest of the compared OMol25 structures with the same formula, charge and spin: 85.2 kJ/mol.

The geometry in ORCA input format:
```
! RIJCOSX wB97M-V def2-TZVPD def2/J DEFGRID3
* xyz 0 1
Pd -0.01 0.49 0.37
C 6.35 -1.78 0.00
O 6.25 -1.09 1.23
C 5.03 -0.64 1.60
C 4.98 0.03 2.84
C 3.77 0.49 3.28
C 2.56 0.35 2.56
C 1.33 0.85 3.17
C 1.25 1.08 4.66
O 0.28 1.09 2.56
C 2.63 -0.30 1.29
O 1.65 -0.55 0.47
C 3.89 -0.80 0.86
H 7.39 -2.06 -0.11
H 6.05 -1.15 -0.84
H 5.73 -2.68 0.00
H 5.89 0.17 3.41
H 3.76 1.01 4.22
H 2.15 0.91 5.23
H 0.48 0.40 5.03
H 0.89 2.09 4.84
H 3.89 -1.30 -0.10
C -0.53 3.49 0.38
C -1.81 2.74 0.17
C -3.03 3.42 -0.02
C -4.18 2.71 -0.21
C -4.15 1.30 -0.20
C -5.31 0.52 -0.39
C -5.20 -0.85 -0.36
C -3.96 -1.47 -0.16
C -2.80 -0.75 0.02
S -1.26 -1.53 0.30
C -2.90 0.67 -0.01
N -1.76 1.42 0.16
H -0.72 4.57 0.36
H 0.19 3.25 -0.41
H -0.09 3.23 1.34
H -3.02 4.50 -0.02
H -5.12 3.22 -0.36
H -6.26 1.01 -0.54
H -6.08 -1.46 -0.50
H -3.90 -2.55 -0.15
C 0.30 0.97 -4.38
S -0.06 0.43 -2.71
C 0.93 -1.06 -2.75
O 0.67 1.41 -1.83
H 1.37 1.09 -4.49
H -0.21 1.92 -4.53
H -0.08 0.23 -5.09
H 0.44 -1.79 -3.39
H 0.98 -1.43 -1.72
H 1.93 -0.82 -3.11
*
```